# C43H93N2O29P5

10 unconnected molecules or ions with the total composition C43H93N2O29P5 (ωB97M-V/def2-TZVPD, the OMol25 dataset).

```
172
Properties=species:S:1:pos:R:3:forces:R:3
C -0.0223 3.0953 -2.2676 -0.6 -0.7 0.8
C 1.2353 2.5778 -2.7271 6.2 -1.9 -2.5
N 2.2966 2.1995 -3.1623 -5.5 1.8 2.1
H -0.5525 3.5634 -3.0969 0.0 0.3 0.4
H 0.0900 3.6436 -1.3322 0.2 0.7 -0.4
H -0.5838 2.2500 -1.8698 -0.3 -0.2 -0.4
C 4.0417 -5.3104 2.7046 0.5 0.1 -0.5
C 3.9422 -4.7559 1.3335 -0.7 -0.1 -1.8
N 3.7666 -4.4537 0.2185 0.5 -0.3 2.4
H 3.4588 -6.2268 2.7969 -0.4 0.3 -0.1
H 3.7671 -4.5601 3.4460 -0.1 -0.2 0.0
H 5.0661 -5.6369 2.8837 0.1 0.3 0.0
C 1.5557 1.5282 -7.7957 -0.1 0.7 -1.3
C 0.8777 0.7020 -8.8795 2.1 -0.7 -0.6
O 0.1452 -0.2815 -8.1757 -2.2 -3.4 0.6
P 0.1093 -1.9227 -8.4848 1.1 2.9 -0.3
O -1.0041 -2.6682 -7.8118 1.7 0.9 -0.7
O 0.0014 -1.9314 -10.1038 0.2 1.8 3.2
C 0.4771 -2.9807 -10.8517 0.4 -3.0 -0.4
C 0.7506 -2.6024 -12.2803 0.0 -0.5 0.1
O 1.6901 -2.2465 -8.1279 -2.2 -0.3 0.0
C 2.1609 -2.4140 -6.7629 -0.2 -0.3 2.4
C 1.2107 -2.0263 -5.6289 0.0 0.1 -1.4
H 2.1965 2.3235 -8.1763 -0.3 0.1 -0.6
H 0.7229 2.0291 -7.3020 0.5 -0.3 1.0
H 2.3067 0.9282 -7.2817 -0.8 -0.2 0.8
H 0.2703 1.2177 -9.6233 -0.4 0.2 0.4
H 1.5872 0.1012 -9.4485 0.4 0.5 -0.4
H 1.1640 -3.6264 -10.3046 1.5 0.8 0.1
H -0.2714 -3.7628 -10.7245 -1.1 -0.1 -1.0
H 1.5483 -1.8732 -12.4220 -0.5 0.6 0.4
H 1.1566 -3.4351 -12.8547 -0.5 -0.4 0.2
H -0.2366 -2.3406 -12.6610 0.4 0.5 -0.6
H 2.4492 -3.4500 -6.5845 0.2 -0.2 -0.8
H 3.0216 -1.8003 -6.4968 0.6 0.1 -1.3
H 1.6657 -2.1341 -4.6443 0.3 -0.1 -0.2
H 1.0413 -0.9684 -5.8297 -0.8 0.2 0.5
H 0.3133 -2.6443 -5.6574 -0.4 0.3 0.0
C 2.5871 7.0512 3.0337 -0.2 1.5 -1.6
C 3.3818 6.1244 3.8615 0.4 -1.4 -1.0
O 2.8633 5.9733 5.1492 -2.0 -2.2 2.2
P 1.5868 4.9732 5.3843 -2.5 1.1 1.1
O 0.2139 5.5229 5.0152 3.1 -1.4 0.2
O 1.9741 3.5270 4.7301 1.1 3.1 1.0
C 1.1446 2.8319 3.8824 -3.1 -1.6 -0.9
C 1.4167 1.4151 4.2118 1.3 -2.1 0.3
O 1.6442 4.6894 7.0069 4.4 1.2 -3.9
C 0.6230 4.3051 7.7744 -4.4 -0.7 0.7
C 0.2948 2.8181 7.7436 1.3 -0.7 0.4
H 2.4185 6.6738 2.0251 0.7 -0.1 -0.3
H 1.5459 7.2713 3.2691 0.3 0.1 1.0
H 3.2198 7.9370 2.9774 -0.8 0.6 -0.4
H 3.4169 5.1732 3.3305 0.1 -0.4 0.3
H 4.4215 6.4354 3.9636 -0.2 0.1 0.1
H 0.0804 2.9324 4.0955 -0.1 0.9 0.4
H 1.1720 3.0437 2.8135 0.9 0.4 0.0
H 1.2912 1.2350 5.2794 0.4 0.4 0.2
H 0.8672 0.5526 3.8347 -0.6 0.7 -0.9
H 2.4488 1.2150 3.9240 0.3 -0.2 0.3
H 0.7301 4.7359 8.7699 0.2 -0.3 0.1
H -0.2857 4.7211 7.3391 -0.3 0.6 0.3
H 1.0882 2.2483 8.2274 0.1 -0.1 0.2
H -0.6451 2.5426 8.2219 0.0 0.4 0.0
H 0.2925 2.4229 6.7278 -0.3 0.3 -0.2
C -2.6994 -1.1150 2.9522 0.4 0.5 -0.9
C -2.0546 -1.1358 1.5210 -1.3 0.2 1.4
O -1.1344 -0.0588 1.3892 1.9 1.1 -1.7
P -0.1097 -0.0459 0.1241 0.5 -0.6 0.0
O 0.8084 1.1057 -0.0343 -1.2 -0.5 0.6
O -1.0041 -0.3179 -1.2211 -1.0 1.0 5.5
C -0.4376 -0.4645 -2.4318 0.0 -3.2 -2.8
C -0.9989 -1.8696 -2.9533 0.3 0.4 -0.3
O 0.7317 -1.4301 0.3313 -1.0 0.6 -0.4
C 1.8733 -1.3861 1.1627 3.1 -0.4 0.3
C 3.1993 -0.9529 0.4764 -1.1 1.8 -0.5
H -3.5559 -0.4409 2.9591 -0.1 -0.1 -0.1
H -3.0545 -2.1096 3.2223 0.2 0.1 0.1
H -2.0233 -0.7025 3.7010 0.2 -0.4 0.0
H -1.5253 -2.0740 1.3546 -0.3 0.0 -0.4
H -2.8522 -0.8533 0.8339 0.0 -1.0 -0.4
H -0.7162 0.3552 -3.0941 0.2 0.0 -0.1
H 0.6347 -0.6102 -2.3013 0.2 0.5 -0.6
H -0.5192 -2.6767 -2.3996 0.5 0.1 -0.2
H -2.0522 -2.1178 -2.8230 -0.3 1.0 0.5
H -0.9128 -2.0144 -4.0302 0.6 0.1 0.0
H 1.7754 -0.8307 2.0955 -0.6 0.4 -0.2
H 2.2469 -2.3514 1.5043 -1.5 -0.8 -0.2
H 3.3022 -1.2599 -0.5644 0.0 -1.0 0.2
H 3.1772 0.1255 0.3195 0.1 0.2 0.4
H 4.0541 -1.2035 1.1047 -0.1 -0.2 -0.2
C -9.0599 -9.0087 4.3866 -0.1 -1.3 0.7
C -8.1383 -8.1553 5.1825 0.8 -0.1 1.2
O -8.1901 -6.8713 4.6041 1.9 2.1 -1.6
P -7.0980 -6.5559 3.4516 0.7 -0.4 -1.6
O -6.2193 -7.7019 2.9971 -2.0 2.2 0.9
O -8.0457 -5.9660 2.2443 1.6 -0.5 1.2
C -8.7874 -4.7206 2.2348 0.0 -1.1 0.6
C -9.8277 -4.9488 1.2036 -1.1 1.6 -0.7
O -6.2353 -5.2668 3.9814 0.8 -1.2 -0.8
C -4.9801 -4.9364 3.2260 -1.1 2.4 -1.0
C -5.3327 -3.6817 2.3573 0.6 -0.5 -0.6
H -9.1768 -9.9597 4.9062 -0.4 -0.1 0.2
H -10.0156 -8.4908 4.3067 0.0 -0.3 -0.2
H -8.6510 -9.3283 3.4280 0.0 0.6 -0.2
H -8.3404 -7.9621 6.2361 -1.0 -0.4 0.0
H -7.1118 -8.5058 5.2901 0.1 -0.3 -0.8
H -9.2625 -4.5874 3.2067 0.2 0.2 0.2
H -8.1474 -3.8754 1.9812 0.2 -0.1 0.2
H -10.4824 -5.7894 1.4336 0.5 -0.3 -0.5
H -10.5068 -4.0965 1.1818 -0.2 0.3 0.5
H -9.4242 -4.8213 0.1991 0.1 -1.2 -0.1
H -4.1714 -4.5830 3.8657 -0.5 -0.6 0.8
H -4.5714 -5.6728 2.5341 -0.6 -0.7 0.5
H -5.8467 -3.9505 1.4345 -0.9 -0.2 0.4
H -5.7930 -2.8633 2.9109 -0.2 -0.4 0.0
H -4.4711 -3.2261 1.8693 0.7 -0.1 0.5
C 5.3113 3.4284 6.2294 -0.1 -0.8 -1.2
C 5.8765 3.0326 4.8773 -0.9 -1.2 -0.5
O 5.9255 4.1579 4.0471 1.4 2.4 -1.8
P 6.4833 4.0437 2.5621 2.0 -1.6 0.0
O 7.6926 3.1723 2.3720 -1.5 1.6 0.3
O 5.2619 3.4408 1.7482 -0.1 1.4 1.2
C 5.4091 2.7696 0.5323 -2.1 -1.6 -0.4
C 3.9956 2.7348 -0.0460 0.7 0.6 -0.2
O 6.5815 5.5655 2.1041 -0.1 -0.6 0.4
C 7.3352 5.9048 0.9342 1.4 1.2 0.2
C 6.5026 6.2563 -0.2659 0.1 -0.7 1.2
H 4.3664 3.9551 6.0957 0.1 -0.1 0.1
H 5.1330 2.4273 6.6219 -0.1 0.3 1.0
H 5.9964 4.0560 6.7994 0.0 -0.4 0.1
H 6.7668 2.4061 4.9315 0.8 0.8 0.2
H 5.2649 2.4038 4.2301 -1.0 -0.8 1.0
H 6.1146 3.1706 -0.1954 0.4 -0.1 0.5
H 5.4868 1.7206 0.8178 1.5 -0.1 -0.4
H 3.6593 3.7571 -0.2189 -0.3 0.0 -0.1
H 4.0355 2.1930 -0.9910 -0.4 -0.1 0.0
H 3.3720 2.2411 0.6993 -0.3 0.1 -0.3
H 7.7925 6.8743 1.1316 0.5 -0.3 0.8
H 8.1512 5.2172 0.7119 -0.3 -0.4 0.4
H 5.7300 5.4876 -0.2814 -0.4 0.4 -0.9
H 6.1728 7.2578 0.0107 -0.8 -0.1 -1.0
H 7.2301 6.2347 -1.0773 -0.6 0.2 -0.4
C 6.0058 0.7959 -3.4531 -0.2 0.9 0.1
C 4.7932 -0.0684 -3.6571 0.4 -0.7 -1.4
O 5.3802 -1.1506 -4.5196 -3.2 0.2 -0.3
C 6.6828 -1.0350 -4.6288 1.5 -1.4 1.6
O 7.4590 -1.8586 -5.0382 -1.0 0.9 -0.6
O 7.0495 0.0216 -3.9239 2.8 0.3 0.4
H 6.1118 1.0515 -2.3988 0.4 0.1 -0.1
H 6.0816 1.6752 -4.0928 -0.8 0.4 0.4
H 4.0439 0.5047 -4.2032 -0.2 -0.5 0.0
H 4.3847 -0.5394 -2.7630 0.1 0.0 -0.1
C -3.0188 3.2232 -5.9442 0.2 2.5 0.4
C -4.4265 2.8480 -6.2801 0.7 0.8 1.0
O -4.3067 1.4463 -6.0677 -2.3 -2.2 -2.5
C -3.2054 1.0794 -5.4406 -0.2 -2.1 3.4
O -2.8926 -0.0179 -4.9615 -0.9 2.8 -2.3
O -2.6490 2.2184 -5.0564 3.0 0.2 0.5
H -2.9782 4.1553 -5.3806 0.0 0.1 -0.1
H -2.3540 3.3636 -6.7965 0.2 -0.6 -0.1
H -4.7313 3.2530 -7.2450 -0.2 -1.0 -0.2
H -5.0659 3.2717 -5.5057 -0.4 -0.3 -0.1
C -7.4010 -0.2201 5.6026 -2.6 0.8 -1.5
C -6.8159 -1.0586 4.4791 -1.4 -0.2 0.0
O -5.5584 -1.2506 5.0103 2.6 -0.8 1.3
C -5.2788 -0.1782 5.8310 5.4 0.8 -1.0
O -4.1720 0.2050 6.1983 -2.1 -2.0 -0.6
O -6.3096 0.5739 5.9179 -1.4 1.8 1.3
H -7.7521 -0.6725 6.5301 -0.1 -0.7 -0.4
H -8.1679 0.4463 5.2079 -0.2 -0.1 0.2
H -6.6949 -0.5323 3.5323 -0.3 0.6 0.0
H -7.3355 -1.9779 4.2093 0.1 -0.2 0.6
```
Positions in Å, forces in eV/Å.

Values from the calculation:
Total energy: -154896.7796 eV
Spin multiplicity: 2
HOMO-LUMO gap (alpha / beta): 8.922 / 1.708 eV
⟨S²⟩: 0.7603
Net charge: +1
HOMO energy (alpha / beta): -11.3 / -11.3 eV
Max |F|: 6.92 eV/A

Results of the Löwdin charge analysis, in e, for atoms 1 through 2: atom 1 (C): -0.07, atom 2 (C): -0.25